C19H22N2O | wB97M-V/def2-TZVPD

Computed properties:
LUMO energy: 0.63 eV
ΔE to the lowest compared entry with this formula, charge and spin: 132.40 kJ/mol
2S+1: 1

Geometry as XYZ:
```
44
Properties=species:S:1:pos:R:3:forces:R:3
C 6.928100 2.018054 0.438144 0.00 -0.05 0.01
C 5.757761 1.125857 0.151976 -0.05 0.12 -0.04
C 4.569669 1.625332 -0.349703 0.19 -0.05 0.08
C 3.492152 0.790682 -0.605484 -0.32 -0.21 -0.10
C 3.589041 -0.570763 -0.362624 0.21 0.08 0.06
O 2.601207 -1.492068 -0.591683 0.41 -0.04 0.11
C 1.322093 -1.062228 -0.989319 -0.42 0.18 0.13
C 0.513056 -0.473705 0.170889 0.08 -0.07 -0.31
C -0.886952 -0.068050 -0.274935 0.17 0.01 0.30
C -1.697584 0.513346 0.888559 0.42 -0.21 -0.27
N -3.028126 0.864843 0.479213 -0.24 0.08 0.07
C -3.474480 2.090919 0.085394 -0.08 0.08 0.00
N -4.712234 2.111202 -0.296407 -0.22 0.57 -0.20
C -5.150469 0.816482 -0.168348 0.49 -0.51 0.23
C -6.393837 0.252700 -0.431704 0.08 0.00 0.03
C -6.545013 -1.098569 -0.204317 -0.20 0.01 -0.06
C -5.494835 -1.884661 0.275248 0.09 -0.12 0.05
C -4.252721 -1.346977 0.544219 0.15 -0.11 0.07
C -4.092360 0.011052 0.317110 -0.61 0.12 -0.20
C 4.789081 -1.097703 0.141853 -0.16 -0.09 -0.02
C 4.890461 -2.570030 0.393309 -0.06 0.05 -0.03
C 5.844990 -0.242959 0.388817 -0.21 0.08 -0.09
H 7.794138 1.707883 -0.145353 0.10 0.05 -0.01
H 6.697704 3.051905 0.193885 0.04 0.08 0.00
H 7.200159 1.962251 1.491659 0.07 0.07 0.05
H 4.470465 2.683051 -0.547620 0.01 0.10 -0.01
H 2.587211 1.224569 -1.001755 -0.12 0.00 -0.03
H 1.384389 -0.346351 -1.818908 0.01 -0.08 0.03
H 0.829551 -1.967107 -1.358335 0.02 0.15 -0.02
H 1.039792 0.391759 0.578527 0.02 -0.01 0.06
H 0.450331 -1.223737 0.962201 0.04 -0.01 0.05
H -1.413269 -0.936410 -0.677261 -0.06 0.01 -0.06
H -0.822107 0.677585 -1.071098 -0.07 0.01 -0.04
H -1.205759 1.411035 1.274092 -0.06 -0.10 0.04
H -1.761188 -0.220402 1.698327 0.02 0.13 0.01
H -2.838886 2.956166 0.108483 0.23 0.15 0.04
H -7.203064 0.862435 -0.799710 -0.10 0.07 -0.05
H -7.498100 -1.567684 -0.399214 -0.08 -0.03 -0.02
H -5.660745 -2.939337 0.438509 0.00 -0.08 0.02
H -3.445218 -1.960579 0.916112 0.06 -0.09 0.03
H 5.865117 -2.828454 0.798338 0.06 -0.03 0.02
H 4.731313 -3.118483 -0.533864 0.00 -0.13 -0.01
H 4.116701 -2.884790 1.091847 -0.02 -0.12 0.04
H 6.767522 -0.650789 0.778057 0.11 -0.09 0.05
```
Positions in Å, forces in eV/Å.